No. 1
Here is 5 unconnected molecules or ions with the total composition C7H21NO4 in a non-equilibrium geometry from the Open Molecules 2025 dataset. Energies are from ωB97M-V with the def2-TZVPD basis set.

Structure (ORCA input):
```
! RIJCOSX wB97M-V def2-TZVPD def2/J DEFGRID3
* xyz 0 1
C -0.82322 -0.27827 4.04174
C 0.00359 0.47032 3.00726
N -0.64368 -0.99029 0.69957
C 0.70181 -0.94433 1.20180
C 1.07109 -0.40895 2.37350
C 2.34987 -0.70260 -2.24706
C 1.38151 -0.63589 -1.15255
C 1.61433 -1.17476 0.08218
H -1.15804 0.58569 4.75604
H -1.73847 -0.59304 3.58575
H -0.29868 -1.12890 4.50365
H 0.53000 1.26901 3.53138
H -0.62971 1.06163 2.34334
H -1.35014 -1.30225 1.32293
H -1.06286 -0.19483 0.24532
H 1.92764 -0.70594 2.92681
H 3.37444 -0.92354 -2.02708
H 2.74449 0.33463 -2.62152
H 2.07838 -1.44444 -3.04679
H 0.49440 -0.16313 -1.51873
H 2.50384 -1.84999 0.14004
H -1.98667 1.87016 -1.32022
H -1.32552 2.66752 -2.55801
O -1.18036 2.35425 -1.59298
H -0.89716 -0.07970 -2.49580
H -1.57438 -0.46625 -3.70806
O -1.45535 0.33786 -3.22721
H -0.31186 3.37786 -0.12841
H 0.19953 2.79817 1.34424
O -0.27582 3.50034 0.84656
H -0.49839 -2.12013 -1.94914
H -1.61671 -3.28840 -2.05017
O -1.23574 -2.47487 -2.38303
*
```

## Properties
energy above the lowest of the compared OMol25 structures with the same formula, charge and spin = 55.8 kcal/mol
total energy = -17276.4613 eV
SMILES string = C/C=C/C(N)=C/CC.O.O.O.O
orbital gap = 0.3341 Ha
E_HOMO = -0.313 Ha


No. 2
Here is a molecular structure, C7H22IO7 in a non-equilibrium geometry from the Open Molecules 2025 dataset. Energies are from ωB97M-V with the def2-TZVPD basis set.

Structure (ORCA input):
```
! RIJCOSX wB97M-V def2-TZVPD def2/J DEFGRID3
* xyz -1 1
I 0.22201 -0.33786 0.33776
C 1.02149 1.63243 2.94576
O 0.87983 2.02222 1.56458
H 1.96658 1.11289 3.10380
H 0.92827 2.46841 3.63898
H 0.13953 1.02459 3.14769
H 0.79790 1.19075 1.09177
C 2.40689 0.32179 -1.74266
C 3.86044 0.49598 -2.30326
O 4.74832 -0.06155 -1.35709
O 2.25303 -0.84011 -0.98916
H 1.62342 0.59386 -2.44994
H 2.13420 1.11385 -1.04525
H 4.21731 1.50953 -2.48617
H 3.78098 -0.06203 -3.23622
H 4.19038 -0.57938 -0.77215
H 1.52467 -0.73132 -0.37333
C -1.51024 1.70232 -1.39834
C -2.17469 2.12058 -0.07238
O -1.83815 1.22728 1.06108
O -0.08463 1.75054 -1.36628
H -1.68211 2.50849 -2.11154
H -1.82660 0.76890 -1.86390
H -3.25067 2.12291 -0.24664
H -2.01375 3.16283 0.20315
H -0.88235 1.18754 0.98067
H 0.15998 0.94886 -0.89823
C -1.61096 -2.35627 0.67656
C -2.90535 -3.24408 0.97647
O -2.80031 -4.51538 0.37251
O -1.90263 -1.38821 -0.28273
H -0.83433 -3.06169 0.38107
H -1.27589 -1.81705 1.56261
H -3.83155 -2.76879 0.65343
H -3.14352 -3.41444 2.02640
H -2.07953 -5.07088 0.67829
H -1.20781 -0.73762 -0.40745
*
```

## Properties
energy above the lowest of the compared OMol25 structures with the same formula, charge and spin = 223.3 kcal/mol
total energy = -30040.2388 eV
orbital gap = 0.2697 Ha
E_HOMO = -0.164 Ha


No. 3
Here is 5 unconnected molecules or ions with the total composition C7H22NO4 in a non-equilibrium geometry from the Open Molecules 2025 dataset. Energies are from ωB97M-V with the def2-TZVPD basis set.

Structure (ORCA input):
```
! RIJCOSX wB97M-V def2-TZVPD def2/J DEFGRID3
* xyz 1 1
C 0.28737 -1.27578 -0.70793
C 0.15363 0.10881 -0.05290
C 1.34688 0.30563 0.86350
C 2.02440 1.47007 0.95664
C 1.61331 2.73863 0.28680
C 0.54662 -1.44188 2.38882
C 1.53570 -0.70462 1.90605
N -0.94710 -1.64558 -1.44618
H 0.57193 -2.00198 0.04740
H 1.07707 -1.26245 -1.46192
H -0.79366 0.09609 0.49302
H 0.18366 0.84283 -0.84436
H 2.98247 1.57568 1.44890
H 0.75913 2.63032 -0.37968
H 1.22900 3.47658 0.99894
H 2.40727 3.27617 -0.23782
H -0.51366 -1.34372 2.21527
H 0.65649 -2.18363 3.17238
H 2.57108 -0.84204 2.20122
H -1.77930 -1.64449 -0.85562
H -1.06531 -1.00032 -2.23251
H -0.82254 -2.61168 -1.75193
H 1.46458 1.25650 -3.71278
H 1.49918 1.46899 -2.22576
O 0.98696 0.99471 -2.90953
H -1.19225 0.38425 -3.69611
H -2.55252 0.97912 -3.39482
O -2.04542 0.14681 -3.34535
H -1.30411 1.72094 3.42781
H -1.65001 0.26369 3.29831
O -1.34523 1.03152 2.76845
H -2.27631 -2.28991 1.59941
H -3.25394 -2.41778 0.52895
O -2.35538 -2.10145 0.65335
*
```

## Properties
energy above the lowest of the compared OMol25 structures with the same formula, charge and spin = 16.5 kcal/mol
total energy = -17288.9435 eV
orbital gap = 0.3208 Ha
E_HOMO = -0.420 Ha


No. 4
Here is a molecular structure, C7H23BrCoN7O4 in a non-equilibrium geometry from the Open Molecules 2025 dataset. Energies are from ωB97M-V with the def2-TZVPD basis set.

Structure (ORCA input):
```
! RIJCOSX wB97M-V def2-TZVPD def2/J DEFGRID3
* xyz 2 5
Co -0.93110 0.12165 -0.30798
Br -3.33684 0.53504 -0.79369
C 0.00395 3.59634 -2.97882
C 0.14694 2.66452 -1.77070
C -0.77675 3.03759 -0.60619
O -0.80113 2.13333 0.41213
C -0.27176 2.60118 1.67025
N -0.11337 1.28615 -2.30925
H 0.04288 4.64604 -2.68777
H -0.91926 3.48047 -3.54658
H 0.86549 3.43873 -3.62768
H 1.18197 2.63159 -1.43058
H -1.80611 3.08942 -0.96092
H -0.54868 4.04565 -0.25989
H 0.40005 1.81366 2.01171
H -1.01945 2.71871 2.45462
H 0.38596 3.46990 1.64187
H 0.79514 0.96463 -2.61145
H -0.65808 1.37372 -3.15526
C 0.13404 -2.64198 -1.34528
O -0.56389 -1.66819 -1.21739
N 1.40575 -2.57460 -1.59270
N -0.22589 -3.82362 -1.18232
H 1.88315 -3.44488 -1.40612
H 1.75361 -1.67825 -1.90194
H 0.38603 -4.61504 -1.32128
H -1.14742 -3.93665 -0.78470
C 2.00904 -0.55657 0.74430
O 1.12768 0.04492 0.09545
N 3.27809 -0.60401 0.40556
N 1.76396 -1.23237 1.85359
H 3.57875 -0.18963 -0.46508
H 3.95610 -0.79834 1.12849
H 2.52238 -1.69555 2.33356
H 0.84910 -1.34355 2.26685
C -1.71192 -1.80725 2.28888
O -1.24256 -1.04591 1.41253
N -1.13735 -2.08322 3.39786
N -2.88521 -2.29741 2.20047
H -1.40243 -2.89147 3.94246
H -0.36339 -1.60689 3.83855
H -3.36495 -2.16823 1.32113
H -3.24249 -2.98966 2.84331
*
```

## Properties
total energy = -133909.8559 eV
orbital gap (alpha / beta) = 0.4033 / 0.2330 Ha
E_HOMO (alpha / beta) = -0.592 / -0.577 Ha


No. 5
Here is a molecular structure, C7H23ClIOP2Ru in a non-equilibrium geometry from the Open Molecules 2025 dataset. Energies are from ωB97M-V with the def2-TZVPD basis set.

Structure (ORCA input):
```
! RIJCOSX wB97M-V def2-TZVPD def2/J DEFGRID3
* xyz 2 6
C -2.02742 0.79452 -1.27978
I 0.53070 2.01970 -1.76553
H -2.34750 -0.01771 -0.56292
H -2.12904 0.42866 -2.30135
H -2.50542 1.71292 -0.85442
Ru -0.44657 0.21184 -0.23296
P 0.08315 -1.46102 -1.61821
C 1.15936 -1.23835 -3.04695
C 1.01681 -2.62783 -0.54331
H 0.37491 -3.48824 -0.34418
H -0.97461 -3.31870 -2.70454
H 1.22415 -2.13353 0.40580
H -2.05309 -2.55425 -1.46159
H 2.21725 -1.02271 -2.75990
H 1.94734 -2.93363 -1.03510
C -1.34196 -2.38323 -2.27136
H 1.11390 -2.14899 -3.69843
H -1.77415 -1.78514 -3.07054
H 0.77734 -0.42242 -3.67382
P -0.27810 1.53702 1.63878
C 0.64479 3.10866 1.67960
C -1.85452 1.91811 2.43928
H 0.99632 -0.42249 2.18617
H -0.04599 0.05308 3.51613
H 1.49861 0.95703 3.20524
C 0.64967 0.43044 2.76844
H -2.46705 1.01469 2.47282
H -1.67799 2.32061 3.44487
H 0.43519 3.65459 2.62729
H 0.28589 3.75738 0.86730
H -2.35295 2.69467 1.86047
H 1.74182 2.94307 1.58771
Cl -1.54332 -1.39538 1.19166
O 2.67917 -0.03065 0.36516
H 3.17556 0.48809 1.03681
H 3.26773 -0.66081 -0.06863
*
```

## Properties
energy above the lowest of the compared OMol25 structures with the same formula, charge and spin = 3.0 kcal/mol
total energy = -51442.7661 eV
orbital gap (alpha / beta) = 0.2255 / 0.2275 Ha
E_HOMO (alpha / beta) = -0.520 / -0.625 Ha


No. 6
Here is a molecular structure, C7H23F2KN2O8S2 in a non-equilibrium geometry from the Open Molecules 2025 dataset. Energies are from ωB97M-V with the def2-TZVPD basis set.

Structure (ORCA input):
```
! RIJCOSX wB97M-V def2-TZVPD def2/J DEFGRID3
* xyz 0 1
K -0.43331 1.37644 0.19966
N -1.25533 -0.31854 4.74938
S -0.94740 1.12865 4.46042
O -0.49592 1.53916 3.12024
O -0.53638 1.87585 5.60715
F -2.44227 1.66063 4.44295
S 0.49257 -0.69977 4.91418
O 1.13722 -0.44432 6.17608
O 1.26444 -0.54990 3.68677
F 0.41699 -2.29144 5.08015
C 2.44970 3.49038 1.86167
O 2.27936 2.42134 0.91041
H 3.27838 4.17884 1.69610
H 1.54509 4.09417 1.78943
H 2.48374 3.15978 2.89977
H 3.05333 1.87744 1.07393
C 1.67723 -1.17431 0.70878
O 0.58845 -1.60347 -0.05282
H 2.59579 -1.19850 0.12246
H 1.53103 -0.20076 1.17666
H 1.90115 -1.84254 1.54029
H 0.59064 -2.52389 0.21999
C 2.43081 0.99325 -2.35794
O 1.26795 1.77003 -2.02929
H 2.50171 0.82787 -3.43299
H 3.23961 1.62695 -1.99410
H 2.36935 0.01956 -1.87189
H 1.52804 2.69336 -1.99161
C -3.22879 0.56377 -2.52789
C -2.69256 -0.77559 -2.00155
C -1.54463 -1.31057 -2.89218
O -1.66293 -2.71528 -2.78626
C -0.74992 -3.46107 -3.61487
N -2.25673 -0.58952 -0.64059
H -3.94500 1.00198 -1.83283
H -3.94975 0.48780 -3.34185
H -2.52340 1.37621 -2.70239
H -3.50918 -1.47996 -1.84317
H -0.58103 -0.93187 -2.55137
H -1.70845 -1.09714 -3.94845
H -0.86025 -4.53459 -3.46158
H 0.24495 -3.08241 -3.38044
H -0.94376 -3.24294 -4.66508
H -1.56389 -1.30779 -0.48519
H -3.03665 -0.78730 -0.03010
*
```

## Properties
total energy = -70419.7149 eV
orbital gap = 0.3248 Ha
E_HOMO = -0.339 Ha